[1]
Molecular formula: C4H8N3OS
Method: DFT, ωB97M-V with the def2-TZVPD basis set

Calculated values
Molar mass: 146.2 g/mol
SMILES: [NH2+]=C1CC=N[C@@](O)(S)N1
ΔE to the lowest compared entry with this formula, charge and spin: 1.779 eV
Net charge: +1
HOMO level: -12.9 eV
Total energy: -21622.979 eV
HOMO-LUMO gap: 8.7075 eV
Multiplicity: 1

Geometry (Å):
1 N 1.20 -1.63 -1.19
2 C 0.54 -0.67 -0.56
3 C 0.11 0.53 -1.44
4 C -0.45 1.67 -0.54
5 N -0.48 1.61 0.70
6 C -0.30 0.44 1.42
7 O 0.21 0.43 2.69
8 S -2.23 -0.56 1.48
9 N 0.44 -0.61 0.74
10 H 1.07 -1.52 -2.25
11 H 1.72 -2.38 -0.74
12 H -0.59 0.07 -2.05
13 H 0.95 0.88 -2.03
14 H -0.66 2.60 -1.06
15 H -0.09 1.16 3.22
16 H -2.28 -0.69 0.20
17 H 0.85 -1.33 1.42

***

[2]
Molecular formula: C4H8N4
Method: DFT, ωB97M-V with the def2-TZVPD basis set

Calculated values
Molar mass: 112.1 g/mol
SMILES: [H]/N=C\N/C=C\C=N/N
ΔE to the lowest compared entry with this formula, charge and spin: 5.356 eV
HOMO level: -8.8 eV
Total energy: -10232.886 eV
HOMO-LUMO gap: 9.0461 eV
Multiplicity: 1

Geometry (Å):
1 H -0.79 0.14 1.00
2 N -0.49 1.15 1.54
3 C -0.17 1.83 0.46
4 N -0.15 1.33 -0.88
5 C -0.88 0.15 -1.13
6 C -1.07 -0.99 -0.36
7 C -0.16 -1.49 0.56
8 N 1.08 -1.42 0.82
9 N 2.04 -0.94 -0.09
10 H 0.22 2.84 0.72
11 H -0.26 2.08 -1.63
12 H -1.47 -0.15 -2.10
13 H -1.89 -1.72 -0.66
14 H -0.53 -2.33 1.40
15 H 2.82 -0.50 0.59
16 H 1.69 0.03 -0.24

***

[3]
Molecular formula: C4H8N4
Method: DFT, ωB97M-V with the def2-TZVPD basis set

Calculated values
Molar mass: 112.1 g/mol
ΔE to the lowest compared entry with this formula, charge and spin: 13.759 eV
HOMO level: -9.2 eV
Total energy: -10224.483 eV
HOMO-LUMO gap: 8.4429 eV
Multiplicity: 1

Geometry (Å):
1 C 0.45 0.60 -0.31
2 C -0.19 -0.78 0.33
3 C -1.50 -1.30 -0.19
4 C -2.75 -1.13 -0.55
5 H 3.48 -0.94 -0.66
6 H 2.20 -0.96 1.62
7 H 2.54 1.41 -0.33
8 H -0.18 -0.76 1.65
9 H 0.75 -1.43 0.27
10 H -3.63 -1.73 -0.87
11 H -1.63 2.66 -0.32
12 H -2.18 1.27 0.00
13 N 2.18 -1.06 0.05
14 N 1.87 0.43 -0.80
15 N -0.03 1.76 -0.24
16 N -1.38 1.95 0.35

***

[4]
Molecular formula: C4H8N4
Method: DFT, ωB97M-V with the def2-TZVPD basis set

Calculated values
Molar mass: 112.1 g/mol
SMILES: C=NN/C=C\N=N/C
ΔE to the lowest compared entry with this formula, charge and spin: 4.431 eV
HOMO level: -7.6 eV
Total energy: -10233.811 eV
HOMO-LUMO gap: 8.0375 eV
Multiplicity: 1

Geometry (Å):
1 C 3.28 -1.15 0.05
2 N 2.06 -0.80 -0.06
3 N 1.84 0.56 -0.02
4 C 0.65 1.19 0.05
5 C -0.61 0.64 0.16
6 N -0.92 -0.69 0.07
7 N -2.02 -1.21 0.10
8 C -3.24 -0.33 -0.09
9 H 4.11 -0.39 0.15
10 H 3.51 -2.22 0.03
11 H 2.64 1.19 -0.29
12 H 0.79 2.24 -0.05
13 H -1.42 1.35 0.26
14 H -3.67 -0.21 0.95
15 H -3.04 0.69 -0.55
16 H -3.96 -0.88 -0.76

***

[5]
Molecular formula: C4H8N4
Method: DFT, ωB97M-V with the def2-TZVPD basis set

Calculated values
Molar mass: 112.1 g/mol
SMILES: C1=C\NNCC/N=N/1
ΔE to the lowest compared entry with this formula, charge and spin: 7.373 eV
HOMO level: -8.1 eV
Total energy: -10230.869 eV
HOMO-LUMO gap: 8.6811 eV
Multiplicity: 1

Geometry (Å):
1 C -1.78 -0.93 0.09
2 C -1.82 0.45 -0.09
3 N -0.79 1.37 -0.21
4 N 0.47 1.39 -0.44
5 C 1.28 0.46 0.41
6 C 1.42 -0.95 -0.13
7 N 0.09 -1.06 -0.91
8 N -0.51 -1.66 -0.02
9 H -2.57 -1.66 0.05
10 H -2.76 0.82 0.40
11 H -0.84 2.27 -0.02
12 H 0.75 1.06 -1.40
13 H 2.21 0.94 0.41
14 H 0.88 0.29 1.45
15 H 1.44 -1.51 0.88
16 H 2.52 -1.28 -0.48

***

[6]
Molecular formula: C4H8N4
Method: DFT, ωB97M-V with the def2-TZVPD basis set

Calculated values
Molar mass: 112.1 g/mol
SMILES: C/N=N/C1=CNNC1
ΔE to the lowest compared entry with this formula, charge and spin: 4.281 eV
HOMO level: -7.8 eV
Total energy: -10233.961 eV
HOMO-LUMO gap: 8.0722 eV
Multiplicity: 1

Geometry (Å):
1 C 2.08 -2.21 -0.90
2 N 1.47 -0.99 -0.20
3 N 0.40 -0.70 -0.85
4 C -0.29 0.33 -0.15
5 C 0.16 0.92 0.99
6 N -0.81 1.73 1.56
7 N -1.97 1.84 0.71
8 C -1.72 0.81 -0.38
9 H 3.05 -1.88 -1.37
10 H 1.50 -2.65 -1.75
11 H 2.35 -2.98 -0.03
12 H 1.10 0.59 1.43
13 H -0.36 2.71 1.66
14 H -2.74 1.46 1.19
15 H -1.82 1.15 -1.47
16 H -2.40 -0.13 -0.42

***

[7]
Molecular formula: C4H8N4
Method: DFT, ωB97M-V with the def2-TZVPD basis set

Calculated values
Molar mass: 112.1 g/mol
ΔE to the lowest compared entry with this formula, charge and spin: 9.191 eV
HOMO level: -7.9 eV
Total energy: -10229.051 eV
HOMO-LUMO gap: 8.0177 eV
Multiplicity: 1

Geometry (Å):
1 C 1.30 -0.25 0.51
2 C 0.08 0.53 0.73
3 C -2.01 0.57 -0.17
4 C 0.16 -0.72 -0.17
5 H 2.34 1.58 -0.63
6 H 2.72 -0.65 -1.14
7 H 1.70 -1.00 1.32
8 H -0.61 0.19 1.69
9 H -0.78 2.32 0.15
10 H -2.93 1.12 -0.17
11 H -0.89 -2.27 -0.38
12 H 0.27 -0.78 -1.27
13 N 2.50 0.06 -0.28
14 N -0.74 1.32 -0.21
15 N -2.20 -0.63 -0.06
16 N -0.93 -1.39 0.08

***

[8]
Molecular formula: C4H8N4O
Method: DFT, ωB97M-V with the def2-TZVPD basis set

Calculated values
Molar mass: 128.1 g/mol
ΔE to the lowest compared entry with this formula, charge and spin: 5.565 eV
HOMO level (spin up / spin down): -6.9 / -6.9 eV
Total energy: -12280.872 eV
HOMO-LUMO gap (spin up / spin down): 7.1906 / 7.1959 eV
Multiplicity: 1

Geometry (Å):
1 C -0.84 0.51 -0.99
2 C 0.01 0.05 0.66
3 C -0.71 -1.13 0.20
4 N 2.06 0.86 1.28
5 N -0.08 0.35 -2.09
6 N -0.54 0.74 1.75
7 C -0.89 -2.15 -0.60
8 N 1.30 0.19 0.34
9 O -1.83 1.18 -0.84
10 H 1.79 0.66 2.24
11 H 3.04 0.66 1.13
12 H 0.88 0.08 -1.91
13 H -0.29 0.93 -2.88
14 H -1.52 0.55 1.87
15 H -0.36 1.73 1.71
16 H -1.13 -3.12 -0.17
17 H -0.91 -2.09 -1.69

***

[9]
Molecular formula: C4H8N4O2
Method: DFT, ωB97M-V with the def2-TZVPD basis set

Calculated values
Molar mass: 144.1 g/mol
SMILES: c1nn[nH]n1.CCC(=O)O
ΔE to the lowest compared entry with this formula, charge and spin: 2.598 eV
HOMO level: -10.5 eV
Total energy: -14330.504 eV
HOMO-LUMO gap: 11.2140 eV
Multiplicity: 1

Geometry (Å):
1 C 0.88 0.70 2.32
2 N 1.57 1.79 2.45
3 N 1.09 2.59 1.61
4 N 0.10 1.91 0.88
5 N 0.10 0.66 1.23
6 H 1.04 -0.20 2.91
7 H -0.30 2.26 -0.10
8 C 0.74 -1.06 -2.01
9 C -0.42 -1.56 -1.06
10 C -1.16 -0.33 -0.34
11 O -1.23 0.81 -0.83
12 O -2.00 -0.69 0.57
13 H 1.15 -1.86 -2.56
14 H 1.58 -0.89 -1.38
15 H 0.52 -0.16 -2.51
16 H -1.27 -1.87 -1.60
17 H -0.04 -2.27 -0.42
18 H -2.34 0.17 0.85

***

[10]
Molecular formula: C4H8N4O3P
Method: DFT, ωB97M-V with the def2-TZVPD basis set

Calculated values
Molar mass: 191.1 g/mol
SMILES: C=CCc1nnn(P(=O)(O)O)[nH+]1
ΔE to the lowest compared entry with this formula, charge and spin: 0.000 eV
Net charge: +1
HOMO level: -14.5 eV
Total energy: -25662.832 eV
HOMO-LUMO gap: 9.7800 eV
Multiplicity: 1

Geometry (Å):
1 C 2.57 -1.58 0.05
2 C 2.52 -0.38 -0.52
3 C 2.18 0.88 0.23
4 C 0.72 1.11 0.25
5 N 0.08 2.29 0.31
6 N -1.20 2.05 0.32
7 N -1.40 0.76 0.25
8 P -3.02 -0.03 0.24
9 O -3.86 0.69 1.14
10 O -3.37 -0.12 -1.29
11 O -2.58 -1.49 0.62
12 N -0.20 0.15 0.20
13 H 2.71 -2.47 -0.55
14 H 2.51 -1.69 1.12
15 H 2.72 -0.27 -1.58
16 H 2.52 0.81 1.27
17 H 2.64 1.76 -0.20
18 H -2.95 0.51 -1.90
19 H -2.52 -2.11 -0.11
20 H -0.07 -0.85 0.17

***

[11]
Molecular formula: C4H8N8
Method: DFT, ωB97M-V with the def2-TZVPD basis set

Calculated values
Molar mass: 168.2 g/mol
ΔE to the lowest compared entry with this formula, charge and spin: 2.185 eV
Net charge: +2
HOMO level (spin up / spin down): -20.0 / -20.1 eV
Total energy: -16170.878 eV
HOMO-LUMO gap (spin up / spin down): 6.3561 / 6.5714 eV
Multiplicity: 1

Geometry (Å):
1 C -1.82 1.58 0.63
2 C 2.48 1.30 0.28
3 C 2.09 -2.08 -0.48
4 C -3.66 0.11 -0.20
5 N -0.51 1.38 0.76
6 N 3.69 0.83 0.29
7 N -0.27 0.25 0.23
8 N 3.70 -0.45 0.05
9 N 2.50 -0.80 -0.13
10 N -1.40 -0.34 -0.14
11 N -2.33 0.46 0.12
12 N 1.70 0.26 0.02
13 H -2.47 2.29 1.11
14 H 2.28 2.43 0.33
15 H 0.98 -1.99 -0.76
16 H 2.70 -2.43 -1.42
17 H 2.23 -2.92 0.38
18 H -3.65 -0.99 -0.14
19 H -4.32 0.74 0.38
20 H -3.95 0.38 -1.30

***

[12]
Molecular formula: C4H8NO
Method: DFT, ωB97M-V with the def2-TZVPD basis set

Calculated values
Molar mass: 86.1 g/mol
ΔE to the lowest compared entry with this formula, charge and spin: 3.032 eV
Net charge: -1
HOMO level (spin up / spin down): -0.8 / -1.1 eV
Total energy: -7810.397 eV
HOMO-LUMO gap (spin up / spin down): 5.2116 / 5.5690 eV
Multiplicity: 1

Geometry (Å):
1 C -0.64 -0.41 0.40
2 C 0.42 0.42 -0.30
3 C -1.13 -1.75 -0.09
4 C 0.27 1.85 0.17
5 N 1.98 0.15 -0.26
6 O 2.30 -0.90 0.36
7 H -0.44 -0.40 1.41
8 H 0.21 0.65 -1.43
9 H -1.50 -1.59 -1.18
10 H -1.83 -2.14 0.67
11 H -0.24 -2.57 -0.19
12 H 0.36 2.17 1.18
13 H -0.73 2.11 -0.31
14 H 0.97 2.41 -0.44

***

[13]
Molecular formula: C4H8NO
Method: DFT, ωB97M-V with the def2-TZVPD basis set

Calculated values
Molar mass: 86.1 g/mol
ΔE to the lowest compared entry with this formula, charge and spin: 4.625 eV
Net charge: +1
HOMO level: -12.3 eV
Total energy: -7803.478 eV
HOMO-LUMO gap: 6.6080 eV
Multiplicity: 1

Geometry (Å):
1 C -0.39 0.06 -2.30
2 C 1.03 0.65 0.78
3 C 0.08 -0.48 0.30
4 C 0.00 0.02 1.56
5 N -0.62 0.10 2.72
6 O -0.68 -0.94 -3.04
7 H 0.55 0.35 -1.82
8 H 2.07 0.40 1.07
9 H 0.98 1.74 0.38
10 H -1.24 0.74 -2.22
11 H 0.14 -1.49 -0.25
12 H 0.01 -1.72 -3.31
13 H -0.39 0.85 3.35
14 H -1.55 -0.30 2.77

***

[14]
Molecular formula: C4H8NO
Method: DFT, ωB97M-V with the def2-TZVPD basis set

Calculated values
Molar mass: 86.1 g/mol
ΔE to the lowest compared entry with this formula, charge and spin: 7.253 eV
Net charge: +1
HOMO level: -12.9 eV
Total energy: -7800.850 eV
HOMO-LUMO gap: 8.3117 eV
Multiplicity: 1

Geometry (Å):
1 C 2.34 -0.57 -0.05
2 C 1.99 0.63 -0.53
3 C 0.99 -0.13 0.20
4 C -1.35 0.45 -0.12
5 N -0.28 -0.64 -0.09
6 O -2.53 -0.24 -0.22
7 H 3.03 -1.40 -0.23
8 H 2.08 1.63 -0.90
9 H 0.54 0.63 2.20
10 H -1.40 0.92 0.77
11 H -1.37 1.19 -0.91
12 H -0.48 -1.38 0.54
13 H -0.36 -1.20 -0.97
14 H -3.20 0.10 0.29

***

[15]
Molecular formula: C4H8NO
Method: DFT, ωB97M-V with the def2-TZVPD basis set

Calculated values
Molar mass: 86.1 g/mol
ΔE to the lowest compared entry with this formula, charge and spin: 3.976 eV
Net charge: +1
HOMO level: -13.9 eV
Total energy: -7804.126 eV
HOMO-LUMO gap: 9.7979 eV
Multiplicity: 1

Geometry (Å):
1 C -0.11 0.41 1.59
2 C 0.57 0.59 -0.86
3 C -0.41 -1.03 0.15
4 C -0.55 0.49 0.16
5 N 0.84 -0.87 -0.70
6 O -1.63 1.33 -0.05
7 H -0.74 0.44 2.41
8 H 0.89 0.20 1.87
9 H 0.27 0.77 -1.82
10 H 1.45 1.27 -0.81
11 H -0.94 -1.87 0.49
12 H 0.94 -1.41 -1.53
13 H 1.64 -1.11 -0.25
14 H -2.22 0.78 -0.63